A structure of composition C6H7MgO4Tl, computed with ωB97M-V/def2-TZVPD.

Cartesian coordinates (Å):
C  1.867  -1.258  0.051
C  0.809  -0.606  -0.226
C  -0.615  -0.836  -0.506
C  -1.507  -0.530  0.728
O  -2.813  -0.805  0.506
Tl  -4.838  -1.700  -0.518
H  -0.770  -1.885  -0.804
H  -0.929  -0.205  -1.354
H  -1.345  0.552  0.992
H  -1.076  -1.095  1.586
C  2.345  1.647  -0.991
O  3.681  0.232  -0.276
C  3.225  -0.841  0.193
O  3.984  -1.430  1.092
H  2.945  2.543  -0.797
H  2.381  1.264  -2.023
H  3.564  -2.238  1.422
O  1.194  1.514  -0.392
Mg  0.010  3.015  0.460

Calculated values
**Multiplicity**: 2
**⟨S²⟩**: 0.751
**Total charge**: +1
**Molecular weight**: 371.81 g/mol
**Gap between HOMO and LUMO (alpha / beta)**: 7.7 / 6.4 eV

---

A cluster of 2 separate species, C2H6N2O in total, computed with ωB97M-V/def2-TZVPD.

Cartesian coordinates (Å):
N  0.928  -1.099  -0.491
C  0.074  -0.868  -1.527
O  -1.094  -0.582  -1.384
H  1.895  -1.242  -0.734
H  0.771  -0.601  0.376
H  0.525  -0.969  -2.528
C  -0.019  1.878  1.476
N  -0.005  0.688  1.910
H  0.929  2.402  1.388
H  -0.933  2.405  1.204
H  -0.961  0.324  1.897

Calculated values
**SMILES**: NC=O.C=N
**Energy above the lowest of the compared OMol25 structures with the same formula, charge and spin**: 132.2 kJ/mol
**Molecular weight**: 74.08 g/mol
**Gap between HOMO and LUMO**: 10.9 eV

---

A cluster of 2 separate species, C2HClN2O in total, computed with ωB97M-V/def2-TZVPD.

Cartesian coordinates (Å):
C  -0.207  1.431  -1.453
C  -0.352  -0.462  0.834
N  -0.386  2.496  -1.823
N  0.449  -0.522  -0.154
O  -1.366  -0.095  1.173
Cl  0.409  -2.316  1.713
H  1.453  -0.532  -0.290

Calculated values
**Multiplicity**: 3
**⟨S²⟩**: 2.023
**Energy above the lowest of the compared OMol25 structures with the same formula, charge and spin**: 0.0 kJ/mol
**Molecular weight**: 104.50 g/mol
**Gap between HOMO and LUMO (alpha / beta)**: 11.5 / 6.7 eV

---

A structure of composition C32H55NP2SiTl, computed with ωB97M-V/def2-TZVPD.

Cartesian coordinates (Å):
Tl  0.000  0.000  0.000
C  -0.940  -1.755  0.943
C  0.384  -2.091  0.457
C  0.607  -0.426  2.079
C  -0.814  -0.722  1.920
C  1.333  -1.282  1.196
C  -2.211  -2.439  0.540
H  -2.133  -2.864  -0.465
H  -3.057  -1.746  0.553
H  -2.441  -3.263  1.229
C  -1.914  -0.070  2.700
H  -2.889  -0.268  2.246
H  -1.772  1.014  2.729
H  -1.939  -0.444  3.733
C  1.169  0.570  3.044
H  1.295  0.126  4.041
H  0.503  1.434  3.133
H  2.145  0.934  2.711
C  2.825  -1.391  1.102
H  3.211  -2.072  1.872
H  3.305  -0.419  1.243
H  3.133  -1.786  0.130
C  0.722  -3.225  -0.464
H  0.941  -4.145  0.098
H  1.601  -2.992  -1.072
H  -0.106  -3.442  -1.144
C  -1.809  1.527  -6.875
C  -1.873  0.190  -6.890
C  -1.038  -0.814  -7.642
C  0.314  -0.329  -8.210
C  1.252  0.188  -7.145
C  1.311  1.409  -6.601
C  0.485  2.637  -6.877
C  -0.858  2.438  -7.614
H  -1.638  -1.234  -8.465
H  0.147  0.415  -8.991
H  -0.846  -1.657  -6.964
H  -0.678  2.088  -8.632
H  -2.517  2.038  -6.222
H  -2.643  -0.265  -6.266
H  -1.329  3.424  -7.712
H  0.281  3.122  -5.912
H  2.071  1.559  -5.833
H  1.095  3.360  -7.441
H  0.789  -1.185  -8.704
H  1.952  -0.552  -6.756
P  -1.208  0.299  -1.906
C  -2.832  1.160  -1.941
C  -1.492  -1.075  -3.100
P  1.366  0.834  -1.619
C  0.016  1.408  -2.757
C  2.413  -0.265  -2.663
C  2.488  2.263  -1.348
H  -2.807  1.934  -1.170
H  -3.619  0.440  -1.694
H  -3.039  1.601  -2.922
H  -1.637  -0.697  -4.118
H  -2.384  -1.633  -2.800
H  -0.639  -1.758  -3.082
H  2.761  2.753  -2.289
H  3.396  1.912  -0.847
H  1.970  2.964  -0.687
H  -0.229  2.441  -2.490
H  0.156  1.315  -3.840
H  3.369  -0.437  -2.159
H  2.606  0.181  -3.645
H  1.917  -1.230  -2.792
C  3.147  4.260  0.851
Si  1.627  3.573  1.769
C  2.472  3.258  3.438
C  0.824  5.249  2.142
N  0.311  2.338  1.017
C  -0.934  3.039  1.172
C  -1.474  3.332  2.453
C  -2.655  4.061  2.595
C  -3.312  4.543  1.466
C  -2.772  4.310  0.202
C  -1.587  3.576  0.062
H  3.650  5.005  1.500
H  2.864  4.805  -0.075
H  3.892  3.467  0.653
H  2.974  4.197  3.749
H  1.741  3.004  4.231
H  3.292  2.515  3.373
H  0.343  5.654  1.229
H  0.099  5.196  2.974
H  1.608  5.962  2.471
H  -0.984  3.000  3.356
H  -3.052  4.258  3.582
H  -4.225  5.112  1.576
H  -3.269  4.706  -0.674
H  -1.177  3.443  -0.916

Calculated values
**Total charge**: +1
**Energy above the lowest of the compared OMol25 structures with the same formula, charge and spin**: 0.0 kJ/mol
**Molecular weight**: 748.22 g/mol
**Gap between HOMO and LUMO**: 6.9 eV

---

The molecule C17H22N4O3S2, computed with ωB97M-V/def2-TZVPD.

Cartesian coordinates (Å):
C  4.452  1.255  -5.074
C  4.084  1.896  -3.739
N  3.468  0.947  -2.820
C  2.039  1.055  -2.621
C  1.224  0.541  -3.807
C  4.297  0.064  -2.229
O  5.500  0.086  -2.406
C  3.703  -0.991  -1.296
S  2.731  -2.234  -2.227
C  1.186  -2.221  -1.454
N  0.208  -2.907  -1.935
C  -0.923  -2.793  -1.194
N  -2.032  -3.466  -1.529
C  -0.825  -1.961  -0.081
C  -1.924  -1.640  0.802
O  -3.038  -2.119  0.608
N  -1.617  -0.780  1.817
C  -2.446  -0.258  2.812
C  -1.887  0.631  3.725
C  -2.647  1.191  4.735
C  -3.994  0.868  4.849
O  -4.840  1.358  5.800
C  -4.332  2.267  6.745
C  -4.554  -0.026  3.934
C  -3.796  -0.583  2.929
S  0.802  -1.333  0.020
H  3.576  0.839  -5.565
H  4.900  2.000  -5.725
H  5.172  0.459  -4.907
H  4.996  2.274  -3.268
H  3.389  2.724  -3.888
H  1.751  0.513  -1.722
H  1.802  2.112  -2.451
H  1.499  -0.482  -4.047
H  1.383  1.162  -4.684
H  0.167  0.566  -3.557
H  3.082  -0.564  -0.513
H  4.542  -1.523  -0.847
H  -2.069  -3.947  -2.409
H  -2.858  -3.260  -0.981
H  -0.657  -0.462  1.863
H  -0.839  0.891  3.647
H  -2.175  1.876  5.422
H  -3.956  3.177  6.267
H  -3.536  1.818  7.349
H  -5.172  2.521  7.390
H  -5.599  -0.271  4.033
H  -4.239  -1.271  2.229

Calculated values
**SMILES**: CCN(CC)C(=O)CSc1nc(N)c(C(=O)Nc2ccc(OC)cc2)s1
**Energy above the lowest of the compared OMol25 structures with the same formula, charge and spin**: 66.0 kJ/mol
**Molecular weight**: 394.52 g/mol
**Gap between HOMO and LUMO**: 8.0 eV

---

A structure of composition C39H34Br4EuN2O8S2Sb, computed with ωB97M-V/def2-TZVPD.

Cartesian coordinates (Å):
Eu  2.689  -0.680  -0.345
O  7.173  -0.182  0.527
C  5.853  -0.072  0.325
O  5.158  -1.087  0.170
C  5.472  1.406  0.166
O  4.042  1.663  0.293
C  3.342  2.079  1.485
C  2.611  1.044  2.375
O  2.103  -0.076  1.906
O  2.667  1.342  3.568
H  7.455  -1.122  0.457
H  6.123  2.017  0.837
H  5.687  1.666  -0.910
H  3.972  2.686  2.180
H  2.507  2.669  1.126
Br  0.425  -3.271  -6.628
C  1.312  -2.229  -5.280
C  2.517  -1.522  -5.665
Br  2.786  -1.255  -7.509
C  3.433  -0.992  -4.772
Br  4.971  0.033  -5.132
C  3.149  -1.250  -3.395
O  3.987  -1.127  -2.431
C  1.766  -1.710  -3.066
O  1.423  -1.715  -1.815
C  0.803  -2.215  -4.020
Br  -0.846  -2.899  -3.446
C  -0.505  -2.883  5.848
C  0.601  -1.946  5.392
C  0.616  -1.668  3.878
N  1.164  -2.856  3.162
C  1.282  -3.032  1.814
S  2.835  -3.145  1.115
N  0.227  -3.335  1.030
C  -1.192  -3.265  1.460
O  -1.884  -2.385  0.955
C  -1.616  -4.400  2.330
C  -2.999  -4.539  2.549
C  -3.534  -5.613  3.277
C  -2.673  -6.669  3.632
C  -1.307  -6.534  3.374
C  -0.774  -5.457  2.738
H  -0.921  -2.549  6.836
H  -0.129  -3.904  5.918
H  -1.323  -2.901  5.181
H  1.618  -2.258  5.706
H  0.444  -0.919  5.733
H  1.268  -0.814  3.631
H  -0.377  -1.572  3.497
H  2.024  -3.154  3.649
H  0.282  -3.060  0.068
H  -3.589  -3.701  2.237
H  -4.598  -5.688  3.529
H  -3.061  -7.497  4.235
H  -0.614  -7.339  3.643
H  0.284  -5.473  2.474
S  1.088  2.114  -1.297
Sb  -0.957  2.835  -1.608
C  -2.571  1.494  -1.973
C  -2.712  0.413  -1.092
C  -3.701  -0.542  -1.198
C  -4.523  -0.461  -2.296
C  -4.344  0.577  -3.235
C  -3.419  1.572  -3.065
C  -1.521  3.753  0.270
C  -0.688  4.705  0.797
C  -1.163  5.500  1.838
C  -2.349  5.224  2.490
C  -3.146  4.179  1.995
C  -2.764  3.476  0.872
C  -0.915  4.203  -3.224
C  -0.911  3.644  -4.485
C  -1.077  4.413  -5.667
C  -1.148  5.781  -5.567
C  -1.027  6.347  -4.298
C  -0.996  5.595  -3.121
H  -1.921  0.351  -0.389
H  -3.798  -1.325  -0.464
H  -5.381  -1.124  -2.391
H  -5.048  0.633  -4.117
H  -3.419  2.412  -3.749
H  0.370  4.713  0.443
H  -0.474  6.217  2.270
H  -2.642  5.752  3.415
H  -4.109  3.901  2.483
H  -3.460  2.700  0.433
H  -0.863  2.546  -4.612
H  -0.983  3.890  -6.606
H  -1.316  6.377  -6.480
H  -1.135  7.426  -4.143
H  -1.109  6.062  -2.122

Calculated values
**Multiplicity**: 7
**⟨S²⟩**: 12.110
**Energy above the lowest of the compared OMol25 structures with the same formula, charge and spin**: 209.7 kJ/mol
**Molecular weight**: 1316.18 g/mol
**Gap between HOMO and LUMO (alpha / beta)**: 4.7 / 5.4 eV